# 1
The following is a DFT calculation (wB97M-V/def2-TZVPD) of a structure of composition CBr3O3S in a non-equilibrium geometry.

```
! wB97M-V def2-TZVPD RIJCOSX def2/J DEFGRID3
* xyz -1 1
C -0.32 1.03 -1.43
O -0.05 -2.53 2.47
O 0.16 -0.14 2.33
O -0.10 -1.35 0.17
S 0.14 -1.34 1.62
Br 0.93 1.85 -0.14
Br 0.74 0.04 -2.72
Br -1.49 2.43 -2.32
*
```

LUMO level (spin up / spin down)   1.37 / 1.37 eV
Energy relative to the best compared isomer or geometry (same formula, charge and spin)   3.6153 eV
Frontier orbital gap (spin up / spin down)   0.159 / 0.159 Eh
HOMO level (spin up / spin down)   -0.10859 / -0.10864 hartree


# 2
The following is a DFT calculation (wB97M-V/def2-TZVPD) of a structure of composition C10H16ClN3O5 in a non-equilibrium geometry.

```
! wB97M-V def2-TZVPD RIJCOSX def2/J DEFGRID3
* xyz 0 1
O -3.16 -0.68 1.62
O 2.43 -1.87 -3.40
O -0.21 2.87 -1.11
Cl 3.20 1.06 -2.55
O -2.85 -2.84 2.26
O 1.59 -1.51 -0.35
C -2.54 -1.74 1.52
C 1.60 -1.12 -2.87
C 0.38 2.31 -0.22
N 0.86 1.01 -0.55
N 1.70 0.21 -2.79
N 0.38 1.38 2.16
C -1.34 -1.82 0.65
C 0.60 0.26 -1.79
C -1.67 -1.82 -0.87
C -0.40 -2.11 -1.72
C 0.77 -1.29 -1.59
C 1.36 3.65 1.89
C 0.33 2.64 1.29
H -3.68 -2.72 2.74
H 2.46 -1.84 -0.65
H 1.22 0.43 0.24
H -0.46 0.84 1.95
H 0.46 1.57 3.15
H -0.82 -2.70 1.02
H -0.63 -0.98 0.93
H -0.39 0.66 -2.03
H -2.51 -2.56 -1.08
H -2.10 -0.84 -1.09
H -0.11 -3.16 -1.65
H -0.69 -2.03 -2.73
H 1.82 4.14 1.04
H 0.91 4.37 2.56
H 2.13 3.08 2.48
H -0.60 3.15 1.52
*
```

LUMO level   -0.57 eV
Frontier orbital gap   0.340 Eh
HOMO level   -0.36150 hartree


# 3
The following is a DFT calculation (wB97M-V/def2-TZVPD) of a structure of composition C23H30ClCsFN3O7SeSi.

```
! wB97M-V def2-TZVPD RIJCOSX def2/J DEFGRID3
* xyz -2 1
Cs -0.54 1.19 -2.61
C -0.59 -6.05 0.18
O -1.56 -6.18 -0.83
C -1.77 -5.08 -1.63
C -2.80 -5.23 -2.59
C -3.07 -4.17 -3.41
C -2.38 -2.94 -3.37
C -2.73 -1.87 -4.29
C -4.00 -2.00 -5.13
O -2.09 -0.83 -4.45
C -1.35 -2.76 -2.36
O -0.73 -1.70 -2.15
C -1.08 -3.91 -1.52
H -0.58 -6.99 0.72
H -0.84 -5.24 0.87
H 0.40 -5.85 -0.24
H -3.34 -6.16 -2.66
H -3.86 -4.30 -4.14
H -4.12 -2.97 -5.62
H -3.98 -1.22 -5.89
H -4.87 -1.85 -4.49
H -0.30 -3.75 -0.78
C 0.51 -2.13 2.63
Si 2.03 -1.02 2.78
C 2.18 -0.61 4.63
C 3.51 -2.13 2.38
N 1.85 0.29 1.74
C 2.81 1.13 1.33
C 4.08 1.35 1.95
C 5.02 2.25 1.48
C 4.77 3.02 0.35
C 3.55 2.85 -0.31
C 2.64 1.94 0.17
F 1.48 1.82 -0.53
H 0.62 -3.04 3.22
H 0.35 -2.41 1.59
H -0.40 -1.62 2.98
H 2.25 -1.52 5.23
H 1.31 -0.05 4.97
H 3.06 0.00 4.83
H 3.54 -3.01 3.02
H 4.46 -1.60 2.49
H 3.45 -2.47 1.34
H 4.30 0.78 2.85
H 5.96 2.36 2.01
H 5.50 3.73 -0.02
H 3.29 3.41 -1.19
C -2.47 5.24 0.04
N -1.77 4.19 0.75
C -0.39 4.10 0.87
C -0.13 3.00 1.59
N -1.34 2.41 1.90
C -1.46 1.15 2.59
C -2.36 3.15 1.40
Se -4.17 2.83 1.62
H -2.39 6.18 0.58
H -3.52 4.95 -0.04
H -2.04 5.34 -0.95
H 0.26 4.80 0.37
H 0.80 2.52 1.87
H -1.47 1.30 3.67
H -0.60 0.54 2.31
H -2.39 0.67 2.29
O 0.34 5.70 -2.20
Cl -0.10 4.84 -3.28
O 0.89 3.80 -3.51
O -0.29 5.61 -4.48
O -1.35 4.20 -2.90
*
```

LUMO level   3.96 eV
Energy relative to the best compared isomer or geometry (same formula, charge and spin)   0.1226 eV
Frontier orbital gap   0.218 Eh
HOMO level   -0.07263 hartree


# 4
The following is a DFT calculation (wB97M-V/def2-TZVPD) of a structure of composition CH2Cl3P in a non-equilibrium geometry.

```
! wB97M-V def2-TZVPD RIJCOSX def2/J DEFGRID3
* xyz 0 1
C 0.31 -0.68 -0.58
P 0.83 1.19 -2.01
Cl -0.23 2.54 -3.16
Cl 2.62 2.03 -1.97
Cl 1.14 -0.23 -3.36
H 0.44 -0.38 0.41
H -0.86 -0.73 -0.76
*
```

LUMO level (spin up / spin down)   -1.03 / -1.03 eV
Energy relative to the best compared isomer or geometry (same formula, charge and spin)   2.4325 eV
Frontier orbital gap (spin up / spin down)   0.288 / 0.288 Eh
HOMO level (spin up / spin down)   -0.32612 / -0.32615 hartree


# 5
The following is a DFT calculation (wB97M-V/def2-TZVPD) of an isolated molecule of C13H20N2O5S in a non-equilibrium geometry.

```
! wB97M-V def2-TZVPD RIJCOSX def2/J DEFGRID3
* xyz 0 1
C -4.99 0.35 2.06
H -5.47 -0.44 1.49
H -5.41 0.37 3.07
H -5.17 1.31 1.57
O -3.61 0.10 2.25
C -2.74 0.14 1.21
C -3.04 0.37 -0.14
C -1.98 0.40 -1.07
C -0.67 0.16 -0.67
C -0.39 -0.06 0.67
C -1.41 -0.06 1.59
H -1.22 -0.23 2.64
N 0.92 -0.34 1.08
S 2.33 0.35 0.48
O 2.19 0.58 -0.92
O 2.73 1.43 1.32
N 3.32 -0.96 0.82
C 3.19 -2.00 -0.18
H 3.39 -2.96 0.31
H 2.16 -2.00 -0.54
C 4.23 -1.70 -1.27
H 4.76 -2.60 -1.57
H 3.74 -1.28 -2.15
C 5.17 -0.66 -0.64
H 5.01 0.31 -1.09
H 6.22 -0.94 -0.74
C 4.73 -0.61 0.83
H 5.26 -1.36 1.43
H 4.85 0.37 1.29
H 1.01 -0.42 2.08
H 0.14 0.18 -1.38
O -2.33 0.67 -2.36
C -1.31 0.80 -3.32
H -1.81 1.10 -4.24
H -0.59 1.57 -3.03
H -0.78 -0.14 -3.48
O -4.34 0.62 -0.56
C -4.89 -0.33 -1.44
H -5.92 -0.01 -1.61
H -4.35 -0.37 -2.39
H -4.90 -1.33 -0.98
*
```

SMILES   COc1cc(NS(=O)(=O)N2CCCC2)cc(OC)c1OC
LUMO level   0.76 eV
Frontier orbital gap   0.324 Eh
HOMO level   -0.29552 hartree


# 6
The following is a DFT calculation (wB97M-V/def2-TZVPD) of a cluster of 6 separate species, C31H59IO16S5 in total in a non-equilibrium geometry.

```
! wB97M-V def2-TZVPD RIJCOSX def2/J DEFGRID3
* xyz 0 1
C -2.60 -1.83 0.50
C -3.88 -0.85 0.94
O -4.23 -0.01 -0.22
C -5.17 -0.68 -1.13
C -4.56 -0.92 -2.66
O -3.06 -1.00 -2.67
C -2.64 -2.21 -3.45
C -1.01 -2.39 -3.53
O -0.40 -1.94 -4.79
C 0.49 -0.78 -4.59
C 2.04 -1.15 -4.20
O 2.88 0.00 -4.60
C 3.14 0.91 -3.47
O 2.31 1.00 -2.40
C 4.44 1.96 -3.41
C 3.83 3.50 -3.14
O 3.22 4.16 -4.13
I 4.01 4.51 -1.20
H -2.21 -2.29 1.52
H -3.03 -2.67 -0.22
H -1.83 -1.13 -0.04
H -3.50 -0.25 1.88
H -4.80 -1.50 1.34
H -6.14 0.00 -1.29
H -5.53 -1.75 -0.76
H -5.00 -1.96 -3.05
H -4.94 -0.11 -3.44
H -3.04 -3.14 -2.81
H -3.20 -2.25 -4.48
H -0.45 -1.89 -2.61
H -0.78 -3.56 -3.45
H 0.04 0.00 -3.81
H 0.53 -0.20 -5.63
H 2.20 -1.52 -3.10
H 2.38 -2.06 -4.89
H 5.05 1.99 -4.40
H 5.13 1.75 -2.46
C 1.26 -3.02 4.75
C 1.56 -2.43 3.37
C 1.13 -3.47 2.33
S -0.19 -4.41 3.08
O 0.26 -5.77 3.26
O -1.44 -4.08 2.41
C -0.15 -3.58 4.65
H 1.34 -2.26 5.53
H 1.97 -3.82 4.97
H 0.99 -1.51 3.23
H 2.62 -2.18 3.26
H 0.77 -2.99 1.41
H 1.95 -4.16 2.09
H -0.38 -4.29 5.45
H -0.89 -2.78 4.63
C 4.64 9.85 1.42
C 4.57 9.18 0.05
C 5.77 8.24 -0.06
S 6.18 7.75 1.60
O 7.49 8.29 1.94
O 5.86 6.35 1.78
C 4.94 8.74 2.41
H 3.71 10.37 1.67
H 5.45 10.59 1.43
H 3.64 8.59 -0.02
H 4.56 9.91 -0.76
H 5.54 7.35 -0.66
H 6.64 8.76 -0.49
H 5.32 9.10 3.37
H 4.06 8.10 2.58
C -3.47 -7.48 -1.89
C -2.11 -8.18 -1.90
C -1.17 -7.34 -2.78
S -1.76 -5.66 -2.67
O -2.24 -5.25 -3.97
O -0.81 -4.87 -1.91
C -3.17 -6.01 -1.63
H -4.13 -7.89 -1.12
H -3.96 -7.60 -2.86
H -1.71 -8.23 -0.88
H -2.19 -9.20 -2.28
H -0.14 -7.39 -2.42
H -1.22 -7.65 -3.82
H -4.00 -5.35 -1.90
H -2.87 -5.84 -0.60
C 6.78 8.34 7.71
C 5.48 8.08 8.47
C 4.54 9.25 8.17
S 5.00 9.86 6.56
O 5.52 11.20 6.71
O 3.95 9.54 5.61
C 6.37 8.75 6.30
H 7.43 7.45 7.69
H 7.34 9.15 8.19
H 5.03 7.15 8.11
H 5.65 7.98 9.54
H 3.49 8.93 8.15
H 4.67 10.06 8.89
H 7.16 9.25 5.75
H 6.00 7.89 5.73
C -8.23 -6.38 -4.66
C -6.76 -6.65 -4.96
C -5.94 -5.56 -4.27
S -6.91 -5.03 -2.87
O -7.31 -3.65 -3.08
O -6.25 -5.46 -1.65
C -8.31 -6.08 -3.17
H -8.86 -7.23 -4.94
H -8.57 -5.51 -5.24
H -6.48 -7.63 -4.55
H -6.56 -6.68 -6.03
H -4.98 -5.93 -3.93
H -5.80 -4.70 -4.93
H -9.23 -5.58 -2.88
H -8.18 -6.99 -2.58
*
```

SMILES   CCOCCOCCOCCOC(=O)CC(=O)I.O=S1(=O)CCCC1.O=S1(=O)CCCC1.O=S1(=O)CCCC1.O=S1(=O)CCCC1.O=S1(=O)CCCC1
LUMO level   -0.18 eV
Energy relative to the best compared isomer or geometry (same formula, charge and spin)   7.7040 eV
Frontier orbital gap   0.316 Eh
HOMO level   -0.32214 hartree


# 7
The following is a DFT calculation (wB97M-V/def2-TZVPD) of a cluster of 2 separate species, C10H18N2S in total in a non-equilibrium geometry.

```
! wB97M-V def2-TZVPD RIJCOSX def2/J DEFGRID3
* xyz 0 1
C 2.19 -1.81 0.46
C -0.86 -0.89 0.70
C -0.09 -1.53 -0.17
C 2.04 -1.28 1.82
C -0.33 -0.53 2.06
C 1.08 -0.08 2.04
C -2.38 1.07 0.46
C 1.09 2.36 -2.26
C -2.19 -0.43 0.35
C -0.08 1.48 -2.81
N 1.15 -2.01 -0.29
N 0.03 0.12 -2.48
S 1.22 -0.67 -3.19
H 3.26 -2.05 0.09
H 1.69 -2.15 2.38
H 3.10 -1.15 2.10
H -1.09 0.31 2.27
H -0.39 -1.37 2.76
H 1.36 0.47 2.92
H 1.26 0.48 1.22
H -3.36 1.42 0.05
H -1.55 1.64 -0.21
H -2.37 1.48 1.49
H 0.97 3.34 -2.53
H 0.99 2.13 -1.12
H 2.03 1.92 -2.67
H -2.48 -0.72 -0.59
H -2.87 -0.90 1.06
H -1.07 1.90 -2.51
H -0.03 1.59 -3.98
H 1.38 -1.80 -2.42
*
```

LUMO level (spin up / spin down)   0.04 / 0.35 eV
Energy relative to the best compared isomer or geometry (same formula, charge and spin)   7.2612 eV
Frontier orbital gap (spin up / spin down)   0.264 / 0.293 Eh
HOMO level (spin up / spin down)   -0.26282 / -0.27988 hartree


# 8
The following is a DFT calculation (wB97M-V/def2-TZVPD) of a cluster of 2 separate species, C5H16NO2 in total in a non-equilibrium geometry.

```
! wB97M-V def2-TZVPD RIJCOSX def2/J DEFGRID3
* xyz 1 1
C -0.73 -0.01 2.04
O -0.69 -1.42 2.06
C -0.29 0.61 0.73
C -1.06 0.16 -0.53
C -0.87 -1.33 -0.97
C -0.97 1.10 -1.72
N 1.17 0.17 0.49
H -1.71 0.39 2.29
H -0.01 0.24 2.82
H -1.44 -1.80 1.60
H -0.25 1.68 0.82
H -2.09 0.32 -0.23
H -1.88 -1.60 -1.25
H -0.36 -1.95 -0.24
H -0.27 -1.37 -1.88
H -1.77 0.90 -2.42
H -1.24 2.11 -1.39
H -0.10 1.13 -2.37
H 1.88 0.82 0.82
H 1.31 -0.72 0.96
H 1.33 -0.02 -0.51
H 3.59 0.43 -1.51
H 2.66 1.11 -2.48
O 2.65 0.67 -1.61
*
```

LUMO level   -3.08 eV
Energy relative to the best compared isomer or geometry (same formula, charge and spin)   0.6950 eV
Frontier orbital gap   0.425 Eh
HOMO level   -0.53825 hartree


# 9
The following is a DFT calculation (wB97M-V/def2-TZVPD) of a structure of composition C4H6O2.

```
! wB97M-V def2-TZVPD RIJCOSX def2/J DEFGRID3
* xyz 0 1
C 1.52 -0.44 0.10
C 0.02 -0.17 0.31
C -1.01 1.07 0.28
O -2.00 0.17 -0.28
C -0.95 -0.58 -0.77
O -0.85 -1.09 -1.85
H 2.17 0.12 0.78
H 1.71 -1.51 0.33
H 1.87 -0.30 -0.92
H -0.28 -0.63 1.25
H -0.85 1.85 -0.47
H -1.34 1.50 1.23
*
```

LUMO level   0.82 eV
Energy relative to the best compared isomer or geometry (same formula, charge and spin)   1.3468 eV
Frontier orbital gap   0.419 Eh
HOMO level   -0.38877 hartree


# 10
The following is a DFT calculation (wB97M-V/def2-TZVPD) of a structure of composition C34H26ClN7O8Sn in a non-equilibrium geometry.

```
! wB97M-V def2-TZVPD RIJCOSX def2/J DEFGRID3
* xyz 2 1
Sn 0.82 0.42 0.31
O 5.80 1.67 -2.80
C 4.76 1.65 -3.60
O 4.81 1.85 -4.78
C 3.41 1.36 -2.97
C 2.23 1.25 -3.72
Cl 2.06 1.40 -5.39
N 1.20 1.05 -2.85
N 1.66 1.02 -1.59
C 2.99 1.18 -1.65
C 3.75 1.16 -0.34
O 4.96 1.25 -0.33
O 2.97 1.01 0.65
C -0.20 0.94 -3.13
C -0.66 0.32 -4.28
C -2.03 0.24 -4.51
C -2.93 0.77 -3.60
C -2.46 1.38 -2.44
C -1.10 1.46 -2.20
H 5.60 1.51 -1.85
H 0.02 -0.12 -4.99
H -2.38 -0.24 -5.41
H -3.99 0.72 -3.79
H -3.16 1.82 -1.74
H -0.73 1.93 -1.31
O 0.72 -2.90 -2.68
C 0.75 -2.09 -1.78
O 0.03 -1.16 -1.37
C 2.02 -2.22 -0.77
C 2.95 -3.22 -1.01
C 4.02 -3.28 -0.13
C 4.11 -2.39 0.93
C 3.12 -1.45 1.11
N 2.09 -1.38 0.24
H 2.82 -3.90 -1.84
H 4.78 -4.03 -0.28
H 4.94 -2.43 1.62
H 3.13 -0.74 1.92
O -5.21 -4.39 1.45
C -5.40 -3.13 1.83
O -6.34 -2.83 2.52
C -4.40 -2.08 1.42
C -4.66 -0.77 1.82
C -3.76 0.24 1.58
C -2.57 -0.03 0.89
C -2.33 -1.32 0.46
C -3.23 -2.34 0.72
N -1.58 0.97 0.66
C -1.88 2.21 0.70
C -0.89 3.28 0.54
C -1.25 4.61 0.67
C -0.27 5.59 0.51
C 1.02 5.20 0.23
C 1.29 3.84 0.12
N 0.34 2.93 0.27
H -4.45 -4.53 0.87
H -5.58 -0.57 2.35
H -3.98 1.24 1.94
H -1.43 -1.53 -0.11
H -2.98 -3.34 0.37
H -2.90 2.56 0.84
H -2.28 4.88 0.89
H -0.53 6.64 0.61
H 1.82 5.92 0.10
H 2.29 3.47 -0.09
C -0.39 -1.83 5.68
N -0.17 -1.79 4.24
C -0.15 -2.86 3.38
C 0.08 -2.37 2.14
N 0.19 -1.00 2.23
C 0.04 -0.69 3.51
H -0.38 -2.87 6.01
H -1.34 -1.38 5.94
H 0.41 -1.30 6.20
H -0.28 -3.87 3.72
H 0.16 -2.88 1.20
H 0.07 0.31 3.91
*
```

LUMO level   -8.42 eV
Energy relative to the best compared isomer or geometry (same formula, charge and spin)   1.8756 eV
Frontier orbital gap   0.219 Eh
HOMO level   -0.52831 hartree


# 11
The following is a DFT calculation (wB97M-V/def2-TZVPD) of a structure of composition C13H11F2InO3 in a non-equilibrium geometry.

```
! wB97M-V def2-TZVPD RIJCOSX def2/J DEFGRID3
* xyz 2 1
In -3.62 3.17 -4.36
O -1.38 -0.22 -2.11
C -1.97 -0.31 -3.34
O -2.49 0.68 -3.90
O -1.90 -1.39 -3.94
H -1.04 -1.14 -2.11
F -1.88 1.35 4.55
C -1.76 1.36 3.25
C -1.16 2.49 2.66
C -1.09 2.58 1.30
C -1.76 1.62 0.53
C -2.41 0.51 1.13
C -2.43 0.40 2.50
H -0.65 3.22 3.29
H -0.52 3.37 0.82
H -1.71 1.72 -0.54
H -2.82 -0.25 0.48
H -2.97 -0.43 2.95
F 3.32 -3.39 1.58
C 3.08 -2.48 0.68
C 1.75 -1.98 0.58
C 1.49 -1.07 -0.40
C 2.49 -0.64 -1.29
C 3.82 -1.06 -1.09
C 4.12 -2.04 -0.17
H 1.03 -2.19 1.35
H 0.49 -0.65 -0.43
H 2.25 0.03 -2.10
H 4.63 -0.79 -1.75
H 5.09 -2.50 -0.11
*
```

LUMO level   -12.43 eV
Energy relative to the best compared isomer or geometry (same formula, charge and spin)   0.5985 eV
Frontier orbital gap   0.087 Eh
HOMO level   -0.54365 hartree